Here is a molecular structure, C47H53BrCl2IrN4O2P2STe in a non-equilibrium geometry from the Open Molecules 2025 dataset. Energies are from wB97M-V/def2-TZVPD.

Summary:
* gap between HOMO and LUMO (alpha / beta): 4.52 / 4.52 eV
* E_tot: -194280.066 eV
* HOMO (alpha / beta): -8.71 / -8.70 eV
* F_max: 4.2 eV/A
* charge: +1
* M: 1270.609 g/mol
* 2S+1: 1

Element x y z (Å)
Ir (0.7404, -0.6818, 1.6198)
Cl (3.3611, -1.3116, 0.7780)
C (4.2244, 0.1673, 0.5904)
C (5.4651, 0.1496, -0.0183)
C (6.1870, 1.3263, -0.1353)
C (5.6622, 2.5141, 0.3506)
C (4.4109, 2.5276, 0.9344)
Cl (3.7372, 4.0033, 1.5096)
C (3.6526, 1.3513, 1.0627)
S (2.0541, 1.4735, 1.7243)
H (5.8642, -0.7795, -0.3917)
H (7.1619, 1.3171, -0.5940)
H (6.2187, 3.4338, 0.2747)
C (1.7268, 0.4361, 5.0193)
P (1.3341, -0.9146, 3.8561)
C (2.8258, -1.9446, 4.1170)
C (0.0028, -1.8369, 4.7668)
C (-0.7781, -2.7570, 3.8346)
P (-1.2289, -1.8712, 2.2734)
C (-2.6896, -0.9203, 2.8288)
C (-2.0146, -3.2035, 1.2988)
H (2.1328, 0.0055, 5.9324)
H (0.8478, 1.0298, 5.2520)
H (2.4737, 1.0871, 4.5669)
H (2.8666, -2.2714, 5.1568)
H (3.7055, -1.3378, 3.8998)
H (2.8373, -2.8071, 3.4569)
H (-0.6689, -1.0903, 5.2014)
H (0.4403, -2.4050, 5.5921)
H (-1.6924, -3.1141, 4.3182)
H (-0.1807, -3.6291, 3.5616)
H (-3.4868, -1.6095, 3.1082)
H (-3.0322, -0.2660, 2.0312)
H (-2.4292, -0.3056, 3.6869)
H (-2.8751, -3.5889, 1.8469)
H (-1.3072, -4.0112, 1.1259)
H (-2.3397, -2.8059, 0.3376)
Br (-3.9487, -7.9527, 1.3242)
C (-2.7834, -7.4997, -0.1112)
C (-2.7956, -6.1994, -0.6039)
C (-1.9166, -5.8361, -1.5929)
C (-0.9905, -6.7788, -2.1066)
C (-1.0531, -8.1102, -1.6423)
C (-1.9235, -8.4586, -0.6390)
N (-0.0131, -6.4438, -2.9626)
N (0.2385, -5.2724, -3.3704)
C (0.5833, -4.1965, -2.6985)
C (0.5127, -2.9251, -3.3121)
C (0.4893, -1.7816, -2.5589)
C (0.5666, -1.8102, -1.1486)
O (0.4103, -0.7252, -0.4483)
C (0.8639, -3.0569, -0.5256)
N (1.0777, -3.0776, 0.8097)
C (1.4685, -4.1970, 1.3758)
C (1.6863, -5.3786, 0.6764)
C (1.3981, -5.4042, -0.6743)
C (0.9465, -4.2471, -1.2982)
H (-3.4924, -5.4791, -0.2066)
H (-1.9234, -4.8302, -1.9877)
H (-0.3771, -8.8362, -2.0648)
H (-1.9373, -9.4629, -0.2455)
H (0.3966, -2.8874, -4.3831)
H (0.3545, -0.8182, -3.0291)
H (1.6289, -4.1634, 2.4435)
H (2.0643, -6.2496, 1.1828)
H (1.5412, -6.3066, -1.2506)
C (-0.9186, 2.2117, 3.2116)
C (-0.9510, 2.2778, 1.7068)
O (-1.2064, 3.3361, 1.1178)
N (-0.7680, 1.1858, 0.9886)
Te (-0.7443, 1.7400, -0.9886)
C (-2.5174, 2.6446, -1.8317)
C (-3.7259, 2.9456, -1.2161)
C (-3.9417, 2.6663, 0.2373)
C (-4.7407, 3.5297, -1.9700)
C (-4.5860, 3.7843, -3.3227)
C (-5.6585, 4.4263, -4.1453)
C (-3.4005, 3.3933, -3.9316)
C (-2.3674, 2.8160, -3.2131)
C (-1.1400, 2.3623, -3.9448)
C (0.5369, 3.4634, -1.1779)
C (1.8580, 3.1110, -1.4769)
C (2.2377, 1.7004, -1.8181)
C (2.8316, 4.0942, -1.5383)
C (2.5219, 5.4289, -1.3228)
C (3.5838, 6.4811, -1.3439)
C (1.1945, 5.7603, -1.1075)
C (0.1798, 4.8080, -1.0485)
C (-1.2196, 5.3214, -0.9255)
H (-1.9082, 2.4571, 3.5929)
H (-0.2194, 2.9608, 3.5775)
H (-0.6184, 1.2200, 3.5416)
H (-3.2558, 1.8865, 0.5681)
H (-4.9651, 2.3454, 0.4205)
H (-3.7546, 3.5650, 0.8273)
H (-5.6680, 3.7904, -1.4801)
H (-6.4738, 4.7850, -3.5241)
H (-6.0556, 3.7126, -4.8667)
H (-5.2482, 5.2638, -4.7068)
H (-3.2851, 3.5386, -4.9960)
H (-1.2302, 2.5865, -5.0062)
H (-1.0191, 1.2813, -3.8377)
H (-0.2428, 2.8555, -3.5665)
H (1.8049, 0.9962, -1.1055)
H (3.3200, 1.5821, -1.8186)
H (1.8711, 1.4511, -2.8199)
H (3.8530, 3.8061, -1.7498)
H (4.5432, 6.0554, -1.6249)
H (3.6819, 6.9370, -0.3601)
H (3.3231, 7.2693, -2.0469)
H (0.9272, 6.7998, -0.9780)
H (-1.2448, 6.2008, -0.2844)
H (-1.8879, 4.5815, -0.5096)
H (-1.5883, 5.6093, -1.9120)